Record 1
C2H3N4 | the ωB97M-V functional and the def2-TZVPD basis

Values from the calculation:
HOMO level (alpha / beta) in Eh: -0.4314 / -0.5459
Expectation value of S²: 2.04

Geometry as ORCA input:
```
! wB97M-V def2-TZVPD RIJCOSX def2/J DEFGRID3
* xyz 1 3
C -1.918 0.289 -0.802
C -4.042 0.010 0.158
N -3.016 0.416 -0.321
N 0.434 0.865 0.619
N 1.389 0.412 0.281
N 2.445 -0.262 0.189
H -5.145 0.264 -0.092
H 2.178 -1.224 0.300
H 3.287 -0.027 -0.287
*
```

=====

Record 2
C2H3N4O | the ωB97M-V functional and the def2-TZVPD basis

Values from the calculation:
HOMO level (alpha / beta) in Eh: -0.0895 / -0.0894

Geometry as ORCA input:
```
! wB97M-V def2-TZVPD RIJCOSX def2/J DEFGRID3
* xyz -1 1
C 0.046 -0.100 -0.135
C -1.409 0.194 0.013
N 2.094 0.882 0.025
N 3.200 0.952 -0.066
N 0.937 0.986 -0.036
N 0.618 -1.271 -0.069
O -0.225 -2.296 0.043
H -1.980 0.797 -0.717
H -1.429 0.754 0.965
H -1.852 -0.898 -0.024
*
```

=====

Record 3
C2H3N5O | the ωB97M-V functional and the def2-TZVPD basis

Values from the calculation:
HOMO level in Eh: -0.3803

Geometry as ORCA input:
```
! wB97M-V def2-TZVPD RIJCOSX def2/J DEFGRID3
* xyz 0 1
C 0.588 -0.531 0.836
C -0.593 1.025 -0.304
H 2.037 -0.143 2.435
H -0.941 3.028 -0.219
H 0.277 1.258 1.640
N 1.737 -0.820 1.550
N 0.579 -1.522 -0.301
N -0.186 -1.188 -1.156
N -0.919 2.133 -0.736
N -0.507 0.382 1.044
O -0.784 -0.001 -1.232
*
```

=====

Record 4
C2H3N5O | the ωB97M-V functional and the def2-TZVPD basis

Values from the calculation:
HOMO level in Eh: -0.3510

Geometry as ORCA input:
```
! wB97M-V def2-TZVPD RIJCOSX def2/J DEFGRID3
* xyz 0 1
C 1.445 -1.185 -0.195
C -0.583 0.166 -0.015
H 2.207 -0.888 -1.891
H 1.337 -1.362 1.075
H -0.794 2.103 -0.650
N 2.458 -1.491 -0.978
N 0.502 -0.193 -0.666
N -1.141 -0.446 1.098
N -1.954 0.314 1.568
N -1.287 1.351 -0.240
O -2.189 1.632 0.895
*
```

=====

Record 5
C2H3NO | the ωB97M-V functional and the def2-TZVPD basis

Values from the calculation:
HOMO level (alpha / beta) in Eh: -0.3037 / -0.3153

Geometry as ORCA input:
```
! wB97M-V def2-TZVPD RIJCOSX def2/J DEFGRID3
* xyz 0 1
C -1.286 -0.354 0.011
C 1.471 0.507 -0.048
N -0.773 0.775 -0.059
O 1.775 -0.634 -0.008
H -0.762 -1.207 0.118
H -2.437 -0.475 0.037
H 2.012 1.389 -0.051
*
```

=====

Record 6
C2H3NO2 | the ωB97M-V functional and the def2-TZVPD basis

Values from the calculation:
HOMO level in Eh: -0.3950

Geometry as ORCA input:
```
! wB97M-V def2-TZVPD RIJCOSX def2/J DEFGRID3
* xyz 0 1
C -1.659 -0.247 0.085
C 1.691 0.239 -0.047
H -2.362 -1.039 -0.038
H -1.894 0.818 0.438
H 2.146 1.227 -0.198
N -0.467 -0.661 -0.237
O 0.331 0.476 -0.084
O 2.213 -0.812 0.081
*
```

=====

Record 7
C2H3NO2 | the ωB97M-V functional and the def2-TZVPD basis

Values from the calculation:
HOMO level in Eh: -0.3910

Geometry as ORCA input:
```
! wB97M-V def2-TZVPD RIJCOSX def2/J DEFGRID3
* xyz 0 1
C 0.649 0.079 -0.487
C -1.041 -0.356 1.106
N 0.162 -0.735 0.338
O -1.090 1.009 1.720
O -1.058 -0.313 2.417
H 1.499 -0.312 -0.991
H 0.382 1.059 -0.673
H -1.949 -0.667 0.604
*
```

=====

Record 8
C2H3NO2 | the ωB97M-V functional and the def2-TZVPD basis

Values from the calculation:
HOMO level in Eh: -0.3738

Geometry as ORCA input:
```
! wB97M-V def2-TZVPD RIJCOSX def2/J DEFGRID3
* xyz 0 1
C -0.078 -0.555 0.395
C -1.029 0.586 0.467
H 1.661 -0.790 -0.867
H 0.740 0.429 -1.398
H -0.707 0.987 -0.520
N 0.576 -0.346 -0.793
O 0.345 -1.393 1.230
O -1.508 1.081 1.485
*
```

=====

Let's list strongest force on any atom in order: 7.2; 4.6; 7.6; 5.4; 6.0; 3.1; 3.2; 7.2 eV Å⁻¹.